Computed, not measured: a structure of composition C30H36Cl69NO2 in a non-equilibrium geometry, with the ωB97M-V functional and the def2-TZVPD basis.

calculated total energy = -33122.85707 Ha
molecular weight = 2888.880 g/mol
HOMO-LUMO gap = 9.4458 eV

Last column: Löwdin charge in e.
Atoms and positions in Å:
1 C 3.22565 1.26644 0.31982  -0.076
2 C 3.12110 -0.11303 -0.61847  -0.274
3 O 1.69025 -0.16295 -1.06725  -0.217
4 C 0.96734 -1.07350 -0.16390  -0.166
5 C -0.63602 -0.76394 -0.02077  -0.256
6 C -1.00813 -0.39125 1.53213  -0.148
7 C -1.99982 0.94677 1.49878  -0.095
8 C -1.78368 1.41286 -0.09257  -0.439
9 O -2.07174 2.67739 -0.42186  -0.105
10 N -1.30780 0.24094 -0.92949  -0.065
11 H 4.09939 1.21239 1.09991  0.068
12 H 3.31652 2.16071 -0.43607  0.081
13 H 2.16560 1.35636 0.84461  0.085
14 H 3.84954 -0.05605 -1.54003  0.028
15 H 3.42204 -1.03404 0.04429  0.055
16 H 1.42914 -0.97623 0.92580  0.114
17 H 1.10775 -2.19809 -0.47712  0.134
18 H -1.16991 -1.77048 -0.28790  0.135
19 H -0.12234 -0.05161 2.24149  0.119
20 H -1.47754 -1.41174 1.91619  0.088
21 H -3.10132 0.57520 1.77038  0.061
22 H -1.46848 1.64685 2.28760  0.130
23 H -0.87006 0.44433 -1.85450  0.149
24 C 5.43631 -3.08991 1.67856  -1.487
25 Cl 3.68971 -3.33460 1.50787  0.548
26 Cl 6.28316 -3.60563 0.21005  0.493
27 Cl 5.79442 -1.39256 2.03944  0.498
28 H 5.78980 -3.70131 2.51262  0.025
29 C -2.99270 -2.26521 -3.50589  -1.517
30 Cl -1.36506 -2.81928 -3.93412  0.502
31 Cl -4.01146 -2.15154 -4.95117  0.515
32 Cl -3.72541 -3.35050 -2.31225  0.502
33 H -2.91197 -1.26964 -3.06232  -0.027
34 C -3.66762 -5.11565 -7.98940  -1.503
35 Cl -4.85971 -3.93249 -8.55392  0.524
36 Cl -2.50659 -5.49056 -9.27435  0.494
37 Cl -2.82870 -4.51490 -6.54899  0.481
38 H -4.19471 -6.03510 -7.72254  0.023
39 C -2.65709 5.74039 1.09112  -1.503
40 Cl -4.07614 5.61660 2.14496  0.478
41 Cl -2.76403 7.18515 0.07089  0.518
42 Cl -1.16876 5.76645 2.05220  0.483
43 H -2.63250 4.86149 0.44200  -0.008
44 C 1.63473 -3.75698 -6.98259  -1.511
45 Cl 0.30025 -2.60228 -6.82308  0.496
46 Cl 1.99881 -4.50679 -5.41898  0.504
47 Cl 1.24611 -4.99403 -8.19013  0.499
48 H 2.52157 -3.21401 -7.31894  0.020
49 C -5.35109 5.05996 6.08802  -1.539
50 Cl -3.72344 4.50588 5.65978  0.521
51 Cl -6.36985 5.17363 4.64274  0.504
52 Cl -6.08380 3.97467 7.28166  0.520
53 H -5.27035 6.05552 6.53159  -0.024
54 C 9.42459 -0.55120 3.01175  -1.481
55 Cl 8.09010 0.60349 3.17125  0.512
56 Cl 9.78866 -1.30101 4.57536  0.507
57 Cl 9.03596 -1.78826 1.80421  0.528
58 H 10.31143 -0.00824 2.67540  0.027
59 C -8.06724 7.41802 7.56124  -1.497
60 Cl -9.48629 7.29423 8.61508  0.547
61 Cl -8.17418 8.86278 6.54100  0.499
62 Cl -6.57891 7.44407 8.52232  0.548
63 H -8.04265 6.53912 6.91211  -0.003
64 C -5.18367 0.48730 -2.04568  -1.452
65 Cl -6.60273 0.36351 -0.99184  0.529
66 Cl -5.29062 1.93206 -3.06591  0.515
67 Cl -3.69534 0.51335 -1.08459  0.762
68 H -5.15908 -0.39160 -2.69480  -0.013
69 C -7.27767 5.26195 -4.43077  -1.511
70 Cl -5.65002 4.70787 -4.85901  0.511
71 Cl -8.29643 5.37562 -5.87605  0.532
72 Cl -8.01038 4.17666 -3.23714  0.504
73 H -7.19694 6.25751 -3.98720  0.020
74 C 7.75134 -0.12836 -1.24535  -1.520
75 Cl 6.00474 -0.37306 -1.41604  0.585
76 Cl 8.59819 -0.64408 -2.71386  0.503
77 Cl 8.10946 1.56899 -0.88446  0.517
78 H 8.10483 -0.73976 -0.41128  -0.059
79 C -8.50206 7.81633 2.16575  -1.501
80 Cl -9.97364 6.83267 2.08541  0.503
81 Cl -8.18840 8.33156 3.83182  0.469
82 Cl -7.11734 6.91810 1.52138  0.499
83 H -8.65001 8.70814 1.55158  0.022
84 C 12.43692 0.91458 -2.69548  -1.521
85 Cl 12.24583 2.67216 -2.81379  0.520
86 Cl 11.38889 0.25894 -1.42608  0.483
87 Cl 12.08515 0.14433 -4.25191  0.516
88 H 13.47499 0.69809 -2.43093  0.018
89 C 0.88735 -8.93665 -8.70402  -1.521
90 Cl 1.85666 -9.00165 -10.18585  0.520
91 Cl 1.87654 -8.39637 -7.33682  0.494
92 Cl -0.51002 -7.86905 -8.92096  0.471
93 H 0.52124 -9.94340 -8.48758  0.019
94 C 7.29663 -7.71778 0.07178  -1.522
95 Cl 5.70520 -8.12068 0.73860  0.520
96 Cl 7.17713 -7.38288 -1.66407  0.529
97 Cl 7.99637 -6.33200 0.92585  0.498
98 H 7.95646 -8.57766 0.21196  0.020
99 C -5.03602 -1.28723 4.00894  -1.510
100 Cl -6.78261 -1.53192 3.83825  0.522
101 Cl -4.18917 -1.80295 2.54043  0.544
102 Cl -4.67790 0.41012 4.36982  0.532
103 H -4.68252 -1.89863 4.84300  0.020
104 C 11.98735 -0.24002 7.42370  -1.558
105 Cl 12.95666 -0.30503 5.94187  0.467
106 Cl 12.97654 0.30026 8.79090  0.532
107 Cl 10.58998 0.82757 7.20676  0.514
108 H 11.62124 -1.24678 7.64014  -0.027
109 C -11.86308 8.87472 5.73438  -1.545
110 Cl -12.05417 10.63230 5.61608  0.518
111 Cl -12.91111 8.21908 7.00379  0.510
112 Cl -12.21485 8.10447 4.17796  0.500
113 H -10.82501 8.65822 5.99893  -0.054
114 C 2.83118 6.71108 0.57307  -1.528
115 Cl 3.21070 6.04315 2.16977  0.510
116 Cl 3.59654 5.74785 -0.70211  0.511
117 Cl 1.07760 6.78382 0.32987  0.487
118 H 3.22842 7.72794 0.52188  0.017
119 C 12.12652 -4.72251 5.66565  -1.505
120 Cl 10.37992 -4.96720 5.49496  0.512
121 Cl 12.97336 -5.23823 4.19714  0.527
122 Cl 12.48463 -3.02516 6.02654  0.503
123 H 12.48001 -5.33391 6.49971  0.020
124 C -6.44850 -5.07216 1.20635  -1.529
125 Cl -7.99415 -4.29569 1.59063  0.511
126 Cl -6.71274 -6.71082 0.58619  0.524
127 Cl -5.53960 -4.10266 0.03440  0.467
128 H -5.86056 -5.14226 2.12496  0.017
129 C -10.36882 2.00218 -5.79223  -1.544
130 Cl -9.98930 1.33426 -4.19553  0.498
131 Cl -9.60346 1.03896 -7.06741  0.514
132 Cl -12.12240 2.07493 -6.03543  0.515
133 H -9.97158 3.01905 -5.84342  -0.035
134 C 4.05150 -8.45116 -3.71979  -1.541
135 Cl 2.50585 -7.67469 -3.33550  0.508
136 Cl 3.78726 -10.08982 -4.33995  0.515
137 Cl 4.96040 -7.48166 -4.89174  0.505
138 H 4.63944 -8.52126 -2.80118  -0.022

=====

Computed, not measured: a cluster of 4 separate species, C30H36F24O7Si in total in a non-equilibrium geometry, with the ωB97M-V functional and the def2-TZVPD basis.

calculated total energy = -4377.59970 Ha
molecular weight = 992.649 g/mol
HOMO-LUMO gap = 8.5743 eV
structure (SMILES) = CCOCCC1=C(CCO[Si](C)(C)C)C(=O)C=CC1=O.FC(F)C(F)(F)COC(F)(F)C(F)F.FC(F)C(F)(F)COC(F)(F)C(F)F.FC(F)C(F)(F)COC(F)(F)C(F)F

Last column: Löwdin charge in e.
Atoms and positions in Å:
1 C 0.24570 -5.72067 2.10161  -0.080
2 C -0.76782 -4.91581 1.11990  -0.260
3 O -2.15670 -5.11844 1.48447  -0.176
4 C -2.79968 -3.82424 1.42043  -0.207
5 C -2.82025 -3.20214 -0.07592  -0.100
6 C -3.96572 -2.12922 -0.30067  -0.053
7 C -4.17283 -0.96874 0.47553  -0.049
8 C -3.23043 -0.58602 1.69490  -0.097
9 C -1.67998 -0.42834 1.30920  -0.279
10 O -1.50506 0.36073 0.11784  -0.229
11 Si 0.13717 0.40818 -0.42947  0.488
12 C 0.27646 0.02083 -2.32359  -0.195
13 C 0.93629 2.16371 -0.22706  -0.195
14 C 1.32002 -0.81184 0.44831  -0.194
15 C -5.41947 -0.02358 0.12397  -0.241
16 O -5.55622 1.10300 0.66009  0.040
17 C -6.53227 -0.48660 -0.93339  0.022
18 C -6.32630 -1.63070 -1.72820  0.012
19 C -4.96328 -2.42194 -1.53696  -0.251
20 O -4.69501 -3.28187 -2.42071  0.026
21 H -0.22892 -6.66993 2.50968  0.079
22 H 1.14797 -5.98653 1.44544  0.077
23 H 0.61186 -5.04457 2.95002  0.075
24 H -0.62772 -5.35462 0.06731  0.131
25 H -0.42539 -3.82786 1.16002  0.105
26 H -3.89601 -3.84775 1.75840  0.125
27 H -2.26591 -3.10656 2.14683  0.111
28 H -2.97510 -4.09678 -0.78404  0.131
29 H -1.79636 -2.76885 -0.37619  0.118
30 H -3.59103 0.43739 2.07771  0.124
31 H -3.37456 -1.30527 2.57250  0.121
32 H -1.18691 0.10186 2.20491  0.135
33 H -1.23780 -1.47547 1.26341  0.072
34 H 1.40101 0.12915 -2.55695  0.046
35 H -0.23646 0.83400 -2.94278  0.042
36 H -0.05465 -1.03325 -2.58823  0.033
37 H 0.35622 2.96189 -0.79152  0.046
38 H 1.13927 2.43019 0.85905  0.036
39 H 1.95746 2.07944 -0.75784  0.047
40 H 1.28028 -1.83955 -0.04227  0.039
41 H 2.40311 -0.42964 0.40574  0.055
42 H 1.04355 -0.92681 1.54642  0.034
43 H -7.49534 0.10185 -1.06084  0.120
44 H -7.09135 -1.98864 -2.49687  0.127
45 C -6.54646 -6.30365 1.45088  -0.041
46 C -7.29429 -5.01041 1.84223  -0.435
47 C -7.28424 -4.66119 3.33047  -0.302
48 F -7.89005 -5.59656 4.08391  0.096
49 F -7.96005 -3.50356 3.54630  0.092
50 F -8.55910 -5.06821 1.36256  0.131
51 F -6.68618 -3.98588 1.17360  0.093
52 O -7.34288 -7.48018 1.25928  0.035
53 C -7.64207 -8.25915 2.39677  -0.509
54 C -9.14616 -8.33017 2.67715  -0.279
55 F -9.66722 -7.10582 2.90517  0.097
56 F -9.39373 -9.07330 3.78261  0.097
57 F -6.93203 -7.82045 3.45178  0.138
58 F -7.17902 -9.50137 2.12727  0.144
59 H -6.11761 -6.11373 0.46269  0.150
60 H -5.68327 -6.49667 2.09261  0.144
61 H -6.26322 -4.52401 3.69796  0.172
62 H -9.67992 -8.77333 1.83252  0.176
63 C 3.31896 6.22297 1.62647  -0.040
64 C 3.41074 4.88757 0.85727  -0.431
65 C 4.67324 4.68773 0.01979  -0.305
66 F 4.79458 5.60608 -0.95614  0.087
67 F 4.64249 3.47868 -0.59859  0.088
68 F 2.29753 4.73568 0.10193  0.112
69 F 3.36980 3.88992 1.79050  0.098
70 O 2.53247 7.26185 1.02897  0.035
71 C 3.16551 8.10026 0.08717  -0.509
72 C 2.53048 8.00132 -1.30322  -0.277
73 F 2.60756 6.74692 -1.79651  0.096
74 F 3.17245 8.80808 -2.18266  0.096
75 F 4.48894 7.86037 0.07736  0.139
76 F 3.01926 9.36083 0.55615  0.144
77 H 2.79079 5.99658 2.55694  0.149
78 H 4.29773 6.58722 1.94756  0.145
79 H 5.57125 4.71930 0.64301  0.173
80 H 1.47637 8.28863 -1.27202  0.176
81 C 7.68317 5.18520 -3.67060  -0.039
82 C 8.10288 5.45044 -2.20878  -0.433
83 C 9.60701 5.54525 -1.95360  -0.300
84 F 10.25336 4.40262 -2.24820  0.095
85 F 9.84626 5.78881 -0.63907  0.091
86 F 7.53201 4.51691 -1.40967  0.121
87 F 7.54597 6.64386 -1.84824  0.104
88 O 7.36040 3.83212 -4.01693  0.035
89 C 8.42100 2.98426 -4.39910  -0.509
90 C 8.58827 1.79404 -3.44969  -0.278
91 F 8.85709 2.19777 -2.18958  0.096
92 F 9.62300 1.01108 -3.83925  0.098
93 F 9.55011 3.70091 -4.54598  0.137
94 F 8.10562 2.52980 -5.63361  0.144
95 H 6.74215 5.72383 -3.81381  0.150
96 H 8.37061 5.63647 -4.38998  0.145
97 H 10.05565 6.35904 -2.52996  0.174
98 H 7.68090 1.18521 -3.42383  0.176

=====

no.,lowest unoccupied orbital energy (hartree)
1,0.002
2,-0.044